Here is a single C5H9N3 molecule from the OMol25 dataset. Energies are from the ωB97M-V functional and the def2-TZVPD basis.

The geometry in XYZ format:
```
17
Properties=species:S:1:pos:R:3:forces:R:3
C -1.827335 -2.034251 -1.854937 1.147 0.997 -1.701
C -0.441445 -0.202034 -0.903963 -1.045 2.254 -3.750
C 0.786573 -0.056593 1.139839 -0.461 -3.273 -1.147
C 1.020620 0.071021 2.431981 -0.243 1.391 0.372
C 1.153133 2.520789 0.418114 -1.242 -2.947 0.251
H -2.459407 -1.412184 -2.603599 1.490 -0.330 1.155
H -2.572366 -2.571048 -1.316635 -0.341 -0.361 0.870
H -1.283203 -2.807102 -2.455807 -0.217 0.744 0.496
H -0.311271 0.509747 -1.799284 -0.702 -1.075 0.733
H 1.195464 -0.995641 0.709662 0.790 0.944 -0.128
H 2.044828 -0.216058 2.622410 -0.300 -0.882 1.049
H 0.413306 0.630110 3.156977 0.636 0.233 -0.498
H 1.822803 2.008280 1.115233 0.057 0.767 0.061
H 1.273876 3.535309 0.130042 -0.041 0.593 -0.316
N -0.922301 -1.333534 -0.888995 -1.819 -2.338 0.433
N -0.081167 0.523962 0.193489 1.609 0.548 3.082
N 0.187891 1.829228 -0.094529 0.682 2.736 -0.964
```
Positions in Å, forces in eV/Å.

Values from the calculation:
- SMILES string: C=CN(/C=N/C)N=C
- Maximum force: 4.50 eV Å⁻¹
- Molar mass: 111.1 g/mol
- Gap between HOMO and LUMO: 9.34 eV
- ΔE to the lowest compared entry with this formula, charge and spin: 4.713 eV
- Calculated total energy: -360.024052 Eh

---

Here is a single C5H9N3 molecule from the OMol25 dataset. Energies are from the ωB97M-V functional and the def2-TZVPD basis.

The geometry in XYZ format:
```
17
Properties=species:S:1:pos:R:3:forces:R:3
C -0.665220 0.687294 1.226258 4.358 -1.454 -1.204
C -0.678716 0.273995 -0.270007 0.037 -0.694 1.593
C 0.459259 1.023300 -0.832952 -3.625 1.706 -1.820
C 0.471077 -1.546595 0.359658 0.202 -1.714 1.374
C -0.540577 -1.219548 -0.579763 1.535 0.593 -3.116
H 0.375901 1.253630 1.345472 -1.612 -2.208 0.630
H -0.823469 -0.108337 1.957311 -0.443 0.684 0.104
H -1.136770 1.567209 1.139699 -3.390 2.927 0.910
H 0.231098 2.092957 -0.240999 1.850 -2.017 -2.150
H 0.310400 1.031728 -1.953514 0.643 0.881 1.009
H 2.491605 0.744971 -0.554752 -2.499 -2.303 0.687
H 0.577591 -2.465470 0.846748 -0.060 -1.217 1.184
H -0.077720 -1.418229 -1.615181 -0.731 0.463 1.215
H -2.303113 -0.678369 0.065489 -2.401 -0.346 2.331
N 1.551422 0.148551 -0.506178 4.544 5.026 -1.842
N 1.528906 -0.849646 0.327606 1.351 -1.262 1.041
N -1.771680 -0.537441 -0.714897 0.241 0.935 -1.946
```
Positions in Å, forces in eV/Å.

Values from the calculation:
- SMILES string: C[C@@]12CNN=C[C@H]1N2
- Maximum force: 7.02 eV Å⁻¹
- Molar mass: 111.1 g/mol
- Gap between HOMO and LUMO: 9.30 eV
- ΔE to the lowest compared entry with this formula, charge and spin: 6.736 eV
- Calculated total energy: -359.949726 Eh

---

Here is a single C5H9N3 molecule from the OMol25 dataset. Energies are from the ωB97M-V functional and the def2-TZVPD basis.

The geometry in XYZ format:
```
17
Properties=species:S:1:pos:R:3:forces:R:3
C -0.214804 2.106587 0.285834 0.822 -0.608 0.481
C 0.882630 -0.948002 -0.008227 2.271 0.077 -3.235
C -0.799985 0.719529 0.131693 -3.938 1.043 0.042
N 0.687747 -2.107061 0.676566 -1.154 -0.580 -0.134
C 0.095546 -0.734656 -1.438680 0.414 -0.948 3.641
C -0.830686 0.189832 -1.286136 0.414 0.094 0.609
N 1.926851 -0.202717 0.131521 -0.612 -0.500 -0.483
N -1.612343 0.235505 1.038392 1.410 1.228 -1.126
H -0.286704 -2.377851 0.770926 0.411 -0.144 0.139
H 1.276775 -2.273700 1.481058 -0.259 0.158 -0.002
H 2.570476 -0.620360 0.806906 -0.239 0.387 0.459
H -2.264564 -0.434155 0.626264 0.531 -0.424 -0.005
H 0.303313 -1.476959 -2.190600 0.111 0.268 -0.383
H -1.517577 0.594838 -2.016080 0.008 -0.016 -0.129
H -1.020262 2.842983 0.225144 -0.001 -0.173 0.051
H 0.523853 2.308547 -0.491880 -0.067 -0.057 0.128
H 0.279734 2.177638 1.257299 -0.120 0.195 -0.052
```
Positions in Å, forces in eV/Å.

Values from the calculation:
- SMILES string: [H]\N=C(C)/C=C\C(N)=N\[H]
- Maximum force: 4.07 eV Å⁻¹
- Molar mass: 111.1 g/mol
- Gap between HOMO and LUMO: 10.01 eV
- ΔE to the lowest compared entry with this formula, charge and spin: 2.526 eV
- Calculated total energy: -360.104456 Eh